(1)
Computed, not measured: a molecular structure, C24H41F6InN3O3PS2Si at a distorted geometry, with ωB97M-V/def2-TZVPD.

XYZ file:
```
82
Properties=species:S:1:pos:R:3:mulliken_spin:R:1
In 2.22304 1.54456 0.15575 0.73
C 0.88576 -0.44560 -4.76551 0.00
N 0.90922 -0.55083 -3.31988 0.00
C 0.26880 -1.77992 -2.75595 0.00
C 1.75811 0.14047 -2.49996 0.06
O 1.71566 -0.04145 -1.20498 -0.05
C 2.54685 1.30054 -3.06514 0.00
O 2.72680 2.26495 -1.96597 -0.02
C 3.61448 3.34811 -2.06385 0.02
C 4.33587 3.39557 -0.76409 0.02
O 4.02651 2.71767 0.25460 0.05
N 5.38921 4.22094 -0.69161 0.00
C 5.67853 5.24281 -1.65095 0.00
C 5.95863 4.23391 0.64504 0.00
H 0.87568 -1.53009 -5.15432 0.00
H -0.05312 -0.02471 -5.21621 0.00
H 1.74591 0.08614 -5.29727 0.00
H 0.51911 -2.70586 -3.28886 0.00
H 0.57469 -1.88889 -1.74650 0.00
H -0.86419 -1.72818 -2.83763 0.00
H 3.61210 1.11374 -3.31663 0.00
H 1.98964 1.71923 -3.94177 0.00
H 4.37455 3.16133 -2.84749 0.00
H 3.07294 4.26509 -2.17318 0.01
H 6.70077 5.56691 -1.52495 0.00
H 5.64615 4.84776 -2.67190 0.00
H 5.07172 6.17417 -1.64172 0.00
H 6.27282 3.18763 0.92761 0.00
H 6.93895 4.82419 0.49693 0.00
H 5.18461 4.72885 1.23901 0.00
S 0.81082 1.76756 2.35934 0.14
C 1.94700 0.61628 2.84479 0.02
N 2.77761 0.11021 1.90458 0.01
C 3.65033 -0.84620 2.44502 0.00
C 4.72465 -1.46331 1.80034 0.00
C 5.40720 -2.48575 2.48090 0.00
C 5.26254 -2.61597 3.83241 0.00
C 4.27843 -1.95325 4.57207 0.00
C 3.45226 -1.04367 3.88526 0.00
S 2.21546 0.01740 4.52977 0.01
H 4.88087 -1.26531 0.76714 0.00
H 6.20105 -3.09763 2.07274 0.00
H 5.92151 -3.34270 4.41013 0.00
H 4.11573 -2.14947 5.62942 0.00
F -3.41449 -1.18763 -0.95079 0.00
P 0.86834 5.05903 0.29398 0.04
F 1.23884 3.61738 -0.63565 -0.05
F 0.72846 5.77506 -1.06232 0.00
F -0.05137 4.22977 1.19517 0.00
F 0.51220 6.35681 1.10232 0.00
F 2.28081 4.93585 0.89163 0.00
C -4.94622 0.40346 0.68993 0.00
Si -4.59273 -1.41460 0.19932 0.00
C -5.85536 -2.47850 -0.78821 0.00
C -6.33032 -1.59631 -2.00461 0.00
C -5.10836 -3.80806 -1.31111 0.00
C -7.05940 -2.77604 0.15884 0.00
C -3.88590 -2.36829 1.76995 0.00
C -3.37105 -1.32420 2.81239 0.00
C -4.81861 -3.36403 2.52122 0.00
C -2.60251 -3.11905 1.15220 0.00
H -5.65844 0.40978 1.54498 0.00
H -5.33636 0.95176 -0.13712 0.00
H -4.01237 0.93275 1.00182 0.00
H -5.45339 -1.20335 -2.46691 0.00
H -6.88860 -0.78377 -1.66359 0.00
H -6.89376 -2.23642 -2.67328 0.00
H -4.31627 -3.53199 -2.04427 0.00
H -5.88343 -4.41987 -1.71154 0.00
H -4.62293 -4.17854 -0.39032 0.00
H -7.38027 -1.81851 0.59663 0.00
H -6.80934 -3.50919 1.01073 0.00
H -7.86954 -3.16726 -0.47526 0.00
H -4.20026 -0.85834 3.33249 0.00
H -2.80411 -0.48167 2.48349 0.00
H -2.83447 -1.88009 3.60562 0.00
H -5.85990 -2.96744 2.75778 0.00
H -4.26728 -3.64873 3.42127 0.00
H -4.98669 -4.28485 1.97951 0.00
H -2.81702 -4.05955 0.59726 0.00
H -1.98114 -3.34925 1.93027 0.00
H -2.06208 -2.49339 0.41966 0.00
```

Results
Highest occupied orbital energy (spin up / spin down)   -0.2728 / -0.3589 Ha
Spin multiplicity   2
Charge   +1
E   -3545.58897 Eh
Relative energy (zero: lowest compared OMol25 entry of this formula, charge and spin)   28.1 kcal per mole
E_LUMO (spin up / spin down)   -2.5 / -2.6 eV
HOMO-LUMO gap (spin up / spin down)   4.8826 / 7.1983 eV



(2)
Computed, not measured: 5 unconnected molecules or ions with the total composition C24H41FO12P, with ωB97M-V/def2-TZVPD.

XYZ file:
```
79
Properties=species:S:1:pos:R:3:lowdin_charge:R:1
C -0.66961 -1.86988 -0.29444 -0.09
C 0.31173 -1.27466 -1.32271 -0.17
C 0.69698 0.18474 -1.11204 -0.25
F -0.51098 0.94190 -1.03405 -0.07
C 1.57955 0.59759 0.07662 -0.36
C 1.33367 -0.07556 1.41873 -0.25
O 2.13882 -1.22640 1.44813 -0.34
P 3.74593 -0.76594 0.86997 0.53
C 3.70498 -2.10452 -0.53388 -0.31
C 3.17188 -3.45068 -0.06637 -0.18
C 3.14413 -4.58742 -1.05706 -0.51
O 2.75752 -5.70319 -0.81266 0.08
O 3.51718 -4.29340 -2.34815 0.05
O 2.94041 0.43381 -0.18477 -0.30
H -1.42825 -2.48613 -0.78033 0.06
H -1.16874 -1.07440 0.26258 0.05
H -0.13525 -2.47426 0.44512 0.07
H 1.22464 -1.86648 -1.39165 0.08
H -0.16024 -1.33399 -2.31326 0.11
H 1.23234 0.52945 -2.00683 0.14
H 1.35525 1.67331 0.20686 0.14
H 0.29221 -0.33401 1.62856 0.10
H 1.64857 0.62731 2.20889 0.10
H 4.36784 -1.79331 1.70745 -0.02
H 5.02903 -0.31145 0.37616 -0.02
H 3.79330 0.19075 1.93079 -0.01
H 4.75176 -2.21018 -0.86306 0.07
H 3.14631 -1.73606 -1.39559 0.06
H 2.13568 -3.34442 0.27374 0.11
H 3.75276 -3.79622 0.79851 0.11
H 4.36141 -3.82165 -2.32964 0.10
O -6.36025 3.95922 -0.42814 0.10
C -5.21136 3.65370 -0.27489 -0.49
O -4.84235 2.65264 0.55230 0.02
C -3.40096 2.56627 0.62701 -0.14
C -2.90019 3.22792 -0.64830 -0.15
C -3.97976 4.27837 -0.90178 -0.07
H -3.07737 3.09555 1.52544 0.13
H -3.11913 1.52072 0.71122 0.12
H -1.89504 3.62854 -0.54701 0.12
H -2.88653 2.49832 -1.45756 0.12
H -3.77631 5.21673 -0.38216 0.13
H -4.15868 4.48619 -1.95290 0.12
O 3.45324 3.46176 3.25306 0.12
C 4.09209 2.87912 4.07594 -0.49
O 4.05211 1.53811 4.23264 0.01
C 4.82690 1.13438 5.36478 -0.16
C 5.82950 2.26302 5.58879 -0.16
C 5.03354 3.47596 5.11362 -0.08
H 4.15398 1.00246 6.21628 0.12
H 5.29114 0.17985 5.12987 0.13
H 6.17700 2.32552 6.61861 0.11
H 6.69720 2.11568 4.94479 0.12
H 4.42526 3.90802 5.91046 0.12
H 5.63969 4.25747 4.66428 0.12
O -12.01565 3.14052 2.30224 0.11
C -10.84943 2.89163 2.39550 -0.49
O -10.38875 1.88866 3.18171 0.02
C -8.94831 1.87431 3.18029 -0.15
C -8.53932 2.58790 1.89809 -0.15
C -9.67981 3.58669 1.72363 -0.07
H -8.60302 2.39821 4.07474 0.12
H -8.61740 0.84004 3.22932 0.12
H -7.55256 3.03948 1.94890 0.10
H -8.53652 1.88310 1.06673 0.12
H -9.49407 4.52310 2.25290 0.13
H -9.91525 3.80675 0.68677 0.13
O 4.79470 -2.60581 -6.46240 0.12
C 3.96532 -3.45302 -6.60108 -0.48
O 3.12092 -3.46451 -7.66852 0.01
C 2.17291 -4.53534 -7.54127 -0.16
C 2.82993 -5.54442 -6.60673 -0.15
C 3.65573 -4.63304 -5.70107 -0.08
H 1.24827 -4.12940 -7.12470 0.13
H 1.97012 -4.92833 -8.53511 0.12
H 2.11072 -6.16431 -6.07595 0.12
H 3.48870 -6.20113 -7.17752 0.11
H 3.08268 -4.28243 -4.84136 0.12
H 4.57552 -5.08882 -5.34707 0.13
```

Results
Highest occupied orbital energy   -0.1692 Ha
Charge   -1
E   -2283.26642 Eh
Relative energy (zero: lowest compared OMol25 entry of this formula, charge and spin)   3.9 kcal per mole
E_LUMO   2.2 eV
HOMO-LUMO gap   6.7852 eV